(1)
Entry from OMol25: 6 unconnected molecules or ions with the total composition C10H16Cl12O6 at a distorted geometry (the ωB97M-V functional and the def2-TZVPD basis).

Output
LUMO energy = 0.25 eV
Frontier orbital gap = 0.39597 hartree
Charge = 0
Structure (SMILES) = COC(=O)OC.COC(=O)OC.ClC(Cl)Cl.ClC(Cl)Cl.ClC(Cl)Cl.ClC(Cl)Cl
ΔE to the lowest compared entry with this formula, charge and spin = 0.000 eV
2S+1 = 1
Max |F| = 1.15 eV/A
HOMO = -0.3868 Ha
Molar mass = 657.7 g/mol

Atoms and positions in Å:
1 C 6.964020 -12.307479 -29.728350
2 Cl 5.676524 -13.329910 -29.025114
3 Cl 6.586506 -11.790463 -31.369037
4 Cl 8.486839 -13.211710 -29.759008
5 H 7.125108 -11.455994 -29.081922
6 C 7.462500 -14.324637 -25.237195
7 Cl 8.246312 -15.908434 -25.228865
8 Cl 7.928931 -13.383900 -23.825203
9 Cl 5.695022 -14.552337 -25.285520
10 H 7.795583 -13.837240 -26.144842
11 C 8.999007 -9.612118 -27.388251
12 Cl 10.620191 -9.614822 -28.070273
13 Cl 8.622319 -11.218612 -26.739577
14 Cl 7.726537 -9.171779 -28.579450
15 H 8.860777 -8.912877 -26.575691
16 C 9.487238 -6.876368 -24.568758
17 Cl 7.752001 -6.876077 -24.303087
18 Cl 9.825403 -6.235215 -26.182824
19 Cl 10.122394 -8.533954 -24.375729
20 H 10.015894 -6.303258 -23.818921
21 C 9.832663 -8.264404 -31.696605
22 O 10.634581 -9.416953 -31.937682
23 C 9.991534 -10.511323 -32.335013
24 O 8.790930 -10.629278 -32.418447
25 O 10.886956 -11.462459 -32.560881
26 C 10.390394 -12.704250 -33.067698
27 H 9.282280 -8.037812 -32.614425
28 H 10.513443 -7.436187 -31.528551
29 H 9.104741 -8.443603 -30.914717
30 H 9.971018 -13.304658 -32.265987
31 H 11.208013 -13.157768 -33.617993
32 H 9.601613 -12.501334 -33.794792
33 C 13.286966 -8.236915 -29.897478
34 O 13.384672 -9.669550 -29.923844
35 C 14.220920 -10.171507 -30.826146
36 O 14.796963 -9.551248 -31.684129
37 O 14.332538 -11.475271 -30.621949
38 C 14.963541 -12.258484 -31.628723
39 H 13.261039 -7.795249 -30.887204
40 H 14.127192 -7.909677 -29.283146
41 H 12.404391 -7.991888 -29.312096
42 H 14.430143 -12.164028 -32.573466
43 H 14.973453 -13.290536 -31.296669
44 H 15.983041 -11.893386 -31.754114

Forces on atoms 1 to 3 (eV/Å):
-0.106 -0.564 -0.339
0.275 0.341 -0.107
-0.635 -0.170 0.669

---

(2)
Entry from OMol25: a molecular structure, C10H16Cl3IrNO4 at a distorted geometry (the ωB97M-V functional and the def2-TZVPD basis).

Output
LUMO energy (alpha / beta) = 5.30 / 5.25 eV
Frontier orbital gap (alpha / beta) = 0.14816 / 0.23753 hartree
Charge = -2
2S+1 = 6
Max |F| = 5.44 eV/A
HOMO (alpha / beta) = 0.0468 / -0.0447 Ha
Molar mass = 512.8 g/mol

Atoms and positions in Å:
1 C -0.116449 -0.547468 -1.082494
2 C -0.725682 0.660545 -1.513976
3 C -1.516780 1.196058 -0.448727
4 C -0.678508 1.263049 -2.861749
5 C -1.471963 0.314195 0.620971
6 C -0.463394 -0.749013 0.343050
7 C -0.651422 -2.098350 0.921789
8 C 0.403992 -1.573525 -2.007822
9 C -2.336932 2.426036 -0.549343
10 C -2.413298 0.329384 1.753669
11 Ir 1.526317 0.115793 0.662384
12 Cl 1.523046 2.259659 0.075531
13 Cl 3.072890 -0.108381 -1.061644
14 Cl 0.682187 0.757594 2.727270
15 H -0.098439 0.627231 -3.538142
16 H -0.202784 2.258243 -2.831239
17 H -1.691688 1.387954 -3.283091
18 H -1.720651 3.280468 -0.842712
19 H -2.821996 2.678863 0.396011
20 H -3.116816 2.309923 -1.309027
21 H -2.349180 1.281009 2.299912
22 H -2.211078 -0.481353 2.458643
23 H -3.450935 0.225035 1.389882
24 H -0.856029 -2.003352 1.992006
25 H 0.297709 -2.647900 0.833359
26 H -1.471548 -2.630369 0.422100
27 H 0.965562 -1.091557 -2.817803
28 H -0.421354 -2.142661 -2.460537
29 H 1.064104 -2.257092 -1.470273
30 O 1.823389 -1.790385 1.159469
31 H 2.767388 -2.012236 1.315990
32 O 4.881241 0.056838 3.121097
33 N 4.178845 -0.345851 2.195012
34 O 4.316788 -1.490724 1.697848
35 O 3.283467 0.542339 1.692586

Forces on atoms 1 to 3 (eV/Å):
-0.439 -0.065 1.907
-0.914 0.429 1.180
0.283 -0.990 -0.459

---

(3)
Entry from OMol25: a molecular structure, C10H16ClP at a distorted geometry (the ωB97M-V functional and the def2-TZVPD basis).

Output
LUMO energy (alpha / beta) = -0.89 / 0.08 eV
Frontier orbital gap (alpha / beta) = 0.21930 / 0.29475 hartree
Charge = 0
ΔE to the lowest compared entry with this formula, charge and spin = 2.841 eV
2S+1 = 1
Max |F| = 6.18 eV/A
HOMO (alpha / beta) = -0.2519 / -0.2917 Ha
Molar mass = 202.7 g/mol

Atoms and positions in Å:
1 C 0.891576 -1.215840 0.859448
2 C 0.391631 0.043552 1.136723
3 C 0.654153 -1.492564 -0.543588
4 C -0.152263 0.669515 -0.067283
5 C -0.102727 -0.394722 -1.226592
6 C 2.004518 -1.904409 1.602914
7 C 0.617312 0.998421 2.269355
8 C -1.610932 1.198421 0.084079
9 C 0.715199 0.320718 -2.344464
10 C -1.457868 -0.699568 -1.807354
11 P 1.433678 -3.448748 -1.514255
12 Cl 0.839046 -3.268039 -3.412811
13 H 0.437922 1.705808 -0.334777
14 H 2.799539 -1.242013 1.868028
15 H 2.514391 -2.816947 1.142333
16 H 1.545318 -2.200804 2.604139
17 H 1.379754 0.534222 2.955901
18 H -0.301349 1.004868 2.857445
19 H 0.905346 1.868729 1.873055
20 H -2.159699 1.352432 -0.762341
21 H -1.770236 2.128136 0.714654
22 H -2.185825 0.541124 0.571811
23 H 0.190527 1.260858 -2.575573
24 H 0.474237 -0.309730 -3.155729
25 H 1.771314 0.391345 -2.327827
26 H -2.074928 0.105824 -2.256139
27 H -1.953732 -1.322463 -1.150279
28 H -1.262253 -1.430368 -2.675227

Forces on atoms 1 to 3 (eV/Å):
1.309 0.582 -2.385
0.914 0.055 -0.101
0.933 -3.467 -0.780

---

(4)
Entry from OMol25: a molecular structure, C10H16CuO4P2S at a distorted geometry (the ωB97M-V functional and the def2-TZVPD basis).

Output
LUMO energy (alpha / beta) = -0.39 / -2.44 eV
Frontier orbital gap (alpha / beta) = 0.31271 / 0.23521 hartree
Charge = 0
2S+1 = 2
Max |F| = 2.39 eV/A
HOMO (alpha / beta) = -0.3271 / -0.3250 Ha
Molar mass = 357.8 g/mol

Atoms and positions in Å:
1 Cu 0.140943 1.096719 0.288781
2 C 2.266906 0.995727 -2.453408
3 P 1.704645 0.101005 -0.971309
4 C 2.239480 -1.622515 -1.338658
5 C -0.163541 0.018239 -1.173472
6 C -0.830948 1.139736 -1.834711
7 C -2.131512 1.443651 -1.530521
8 C -2.892075 0.616458 -0.675908
9 C -2.310767 -0.407521 0.027361
10 C -0.910108 -0.581909 -0.052646
11 P 0.177039 -1.275874 1.348895
12 C -0.185993 -3.089250 1.355403
13 C -0.790508 -0.820047 2.842823
14 H 2.098007 2.063080 -2.319910
15 H 1.791505 0.621248 -3.359113
16 H 3.344140 0.839950 -2.517674
17 H 1.495900 -2.064099 -1.999256
18 H 2.324674 -2.217674 -0.433139
19 H 3.204440 -1.589610 -1.842333
20 H -0.294928 1.664900 -2.611852
21 H -2.588555 2.316495 -1.975733
22 H -3.944075 0.835482 -0.547033
23 H -2.882244 -1.019199 0.712985
24 H -1.258432 -3.283515 1.295692
25 H 0.191691 -3.484844 2.299249
26 H 0.311889 -3.606744 0.535364
27 H -1.500745 -1.602955 3.106346
28 H -1.291795 0.136430 2.699723
29 H -0.071933 -0.684043 3.650896
30 O 0.745265 3.951639 2.306880
31 S 0.585821 2.752531 1.554800
32 O -0.905024 2.264884 1.497015
33 O 0.978654 2.930195 0.050137
34 O 1.352184 1.561428 2.064324

Forces on atoms 1 to 3 (eV/Å):
0.774 1.504 1.683
0.063 0.155 0.195
-0.602 -0.948 -1.320

---

(5)
Entry from OMol25: a molecular structure, C10H16F10InN3O16S8 at a distorted geometry (the ωB97M-V functional and the def2-TZVPD basis).

Output
LUMO energy (alpha / beta) = 0.92 / -3.79 eV
Frontier orbital gap (alpha / beta) = 0.33786 / 0.16189 hartree
Charge = -1
2S+1 = 2
Max |F| = 10.50 eV/A
HOMO (alpha / beta) = -0.3041 / -0.3013 Ha
Molar mass = 995.6 g/mol

Atoms and positions in Å:
1 In 1.140167 0.283643 1.404310
2 C -1.074113 2.683843 -2.811080
3 F -2.105623 2.812393 -1.868700
4 F -1.478463 1.662663 -3.612200
5 F -0.993873 3.829113 -3.365800
6 S 0.571727 2.185393 -1.861720
7 O 0.692767 0.744733 -2.045060
8 O 1.621907 3.006593 -2.465990
9 N 0.325507 2.539573 -0.129020
10 S 0.458907 4.123843 -0.058280
11 O 1.811767 4.625723 0.093560
12 O -0.389933 4.815213 -0.999580
13 C -0.410803 4.514553 1.582980
14 F -1.715373 4.495433 1.359790
15 F -0.121763 3.615683 2.482090
16 F 0.036577 5.671223 2.005930
17 N -0.740853 -1.577197 0.354660
18 S -1.912563 -1.797657 -0.553520
19 O -3.185083 -2.207817 0.012400
20 O -1.604493 -2.150137 -1.953050
21 F -2.214483 -0.170797 -0.705770
22 S -0.564163 -3.238397 0.667240
23 O 0.289267 -3.926867 -0.275510
24 O -1.613223 -4.032767 1.263830
25 F 0.418637 -3.012807 1.943100
26 N 3.352547 -1.018637 2.666160
27 S 4.707847 -0.478457 3.233990
28 O 5.716037 0.025943 2.303490
29 O 5.102367 -0.992327 4.538000
30 F 3.996147 0.907583 3.721200
31 S 4.082647 -2.514257 2.439860
32 O 4.092857 -3.556657 3.473280
33 O 5.107527 -2.539287 1.422840
34 F 2.967477 -3.113387 1.511360
35 C 2.690487 -0.597567 -4.462090
36 C 1.767217 -1.823997 -4.622200
37 C 1.190167 -2.114157 -3.271080
38 S 2.606647 -1.959737 -2.086340
39 O 3.448137 -3.184877 -2.070610
40 O 2.217947 -1.378007 -0.775470
41 C 3.458517 -0.668787 -3.147540
42 H 1.963917 0.211563 -4.536250
43 H 3.355567 -0.508927 -5.321110
44 H 2.295827 -2.552357 -5.237140
45 H 0.887197 -1.533097 -5.195820
46 H 0.771337 -3.119907 -3.237130
47 H 0.450947 -1.315577 -3.208540
48 H 4.546217 -0.705437 -3.086990
49 H 3.074427 0.156883 -2.548490
50 C -4.939413 -0.713177 2.745230
51 C -5.008293 0.258173 1.513160
52 C -4.052993 1.495273 1.748340
53 S -2.846473 1.100243 3.068300
54 O -3.411713 1.967123 4.156510
55 O -1.422543 1.087773 2.631500
56 C -3.474193 -0.660567 3.312670
57 H -5.294983 -1.712517 2.494290
58 H -5.592283 -0.239517 3.478380
59 H -6.024823 0.646853 1.452460
60 H -4.742593 -0.196247 0.558690
61 H -4.551453 2.439493 1.967620
62 H -3.592723 1.819703 0.815070
63 H -3.242773 -1.006687 4.320010
64 H -2.895173 -1.407617 2.769750

Forces on atoms 1 to 3 (eV/Å):
-0.155 -0.438 -1.163
-2.529 -1.603 3.154
1.422 -0.594 -0.926

---

(6)
Entry from OMol25: a gas-phase ion, C10H16FN2 (charge +1) at a distorted geometry (the ωB97M-V functional and the def2-TZVPD basis).

Output
LUMO energy = -3.32 eV
Frontier orbital gap = 0.26002 hartree
Charge = +1
Structure (SMILES) = F\C=C/C=C\C=C\N1CC[NH2+]CC1
ΔE to the lowest compared entry with this formula, charge and spin = 1.320 eV
2S+1 = 1
Max |F| = 1.08 eV/A
HOMO = -0.3819 Ha
Molar mass = 183.3 g/mol

Atoms and positions in Å:
1 C -2.964972 -1.488416 -0.046481
2 C -3.815845 -0.506710 -0.374613
3 C -1.542958 -1.374326 0.177222
4 C -3.542628 0.915664 -0.453865
5 C 1.388630 0.289313 -1.240953
6 C 1.308454 -1.028059 0.768546
7 C 2.519934 1.139898 -0.663320
8 C 2.446625 -0.206360 1.368620
9 C -0.780899 -0.437770 -0.393730
10 C -2.728182 1.639072 0.305354
11 N 0.574478 -0.212119 -0.163783
12 N 3.312077 0.298929 0.267975
13 F -1.989458 1.155009 1.324792
14 H -3.364236 -2.488681 0.060337
15 H -4.837523 -0.770534 -0.605214
16 H -1.120431 -2.118006 0.838783
17 H -4.115430 1.469581 -1.186453
18 H 0.778031 0.911006 -1.897093
19 H 1.817923 -0.525042 -1.850953
20 H 1.710676 -1.943215 0.301930
21 H 0.634772 -1.318657 1.574410
22 H 3.163138 1.525579 -1.454287
23 H 2.097150 1.976370 -0.101111
24 H 2.036908 0.651094 1.903579
25 H 3.040776 -0.811170 2.054168
26 H -1.192411 0.234703 -1.129291
27 H -2.619308 2.711722 0.225986
28 H 3.674204 -0.508726 -0.256734
29 H 4.110500 0.819860 0.646170

Forces on atoms 1 to 3 (eV/Å):
-0.544 0.134 -0.141
0.057 -0.446 0.149
0.583 0.061 -0.052

---

(7)
Entry from OMol25: 2 unconnected molecules or ions with the total composition C10H16FNO5S2 at a distorted geometry (the ωB97M-V functional and the def2-TZVPD basis).

Output
LUMO energy = 0.02 eV
Frontier orbital gap = 0.35106 hartree
Charge = 0
Structure (SMILES) = O=S(=O)(O)CCCCNS(=O)(=O)F.c1ccccc1
2S+1 = 1
Max |F| = 2.27 eV/A
HOMO = -0.3503 Ha
Molar mass = 313.4 g/mol

Atoms and positions in Å:
1 O 1.586158 0.486170 1.971190
2 S 1.059876 0.397239 0.674908
3 O 1.708099 1.208757 -0.298322
4 O -0.455958 0.881107 0.767726
5 C 0.908909 -1.282946 0.158506
6 C 2.243285 -2.022967 0.052144
7 C 3.269473 -1.488579 -0.966009
8 C 2.724250 -1.025145 -2.325377
9 N 3.248318 0.350195 -2.613763
10 S 4.302854 0.349766 -3.855041
11 O 4.860415 1.625167 -3.989784
12 O 5.225159 -0.686428 -3.690692
13 F 3.397814 0.034950 -5.081206
14 H -0.655770 1.435493 -0.006764
15 H 0.300817 -1.336169 -0.736826
16 H 0.320584 -1.779544 0.925992
17 H 2.003043 -3.064240 -0.138098
18 H 2.709713 -1.949377 1.030489
19 H 3.939603 -2.320200 -1.169718
20 H 3.899033 -0.723385 -0.533753
21 H 1.645250 -1.065296 -2.408184
22 H 3.109673 -1.688604 -3.088617
23 H 2.498293 1.013178 -2.777538
24 C -3.789901 0.997664 3.539900
25 C -3.104635 0.912105 2.335522
26 C -3.804410 0.964228 1.138172
27 C -5.184517 1.111435 1.143024
28 C -5.867024 1.200631 2.347376
29 C -5.170301 1.139833 3.546058
30 H -3.246350 0.953933 4.474771
31 H -2.033133 0.803443 2.331796
32 H -3.273617 0.889911 0.196679
33 H -5.728137 1.156364 0.207960
34 H -6.943071 1.316850 2.351855
35 H -5.703794 1.204461 4.485626

Forces on atoms 1 to 3 (eV/Å):
0.309 -0.724 1.818
0.030 0.863 -0.428
-0.074 0.018 -1.379

---

molar mass of number 3 (C10H16ClP)? 202.7 g/mol

---

What is the molar mass in the first record? 657.7 g/mol

---

Number 1 is which compound? C10H16Cl12O6